No. 1
Computed, not measured: a 26-piece molecular cluster, C20H90N6O26 overall in a non-equilibrium geometry, with wB97M-V/def2-TZVPD.

Atoms and positions in Å:
O: -1.02 -0.43 2.49
H: -1.18 0.49 2.87
H: -0.05 -0.64 2.68
H: 2.39 3.16 2.29
O: 2.21 2.54 1.63
H: 2.56 3.13 0.94
C: 1.13 1.82 -2.22
O: 2.36 2.02 -2.07
N: 0.35 1.34 -1.25
N: 0.56 1.99 -3.42
H: -0.61 1.30 -1.33
H: 0.77 1.35 -0.37
H: -0.45 1.90 -3.47
H: 0.95 2.62 -4.07
C: 3.78 -0.45 0.34
O: 3.42 -1.37 1.11
N: 4.50 0.61 0.73
N: 3.48 -0.45 -0.97
H: 4.42 1.42 0.18
H: 4.84 0.59 1.68
H: 2.71 -1.16 -1.17
H: 3.33 0.45 -1.46
O: 1.65 -0.75 3.11
H: 1.61 -1.59 3.59
H: 2.31 -0.93 2.46
O: 3.87 3.84 3.41
H: 4.14 3.41 2.59
H: 3.74 3.11 4.01
O: 3.12 4.29 -0.29
H: 2.76 3.98 -1.14
H: 4.05 4.49 -0.43
O: 1.92 1.48 4.61
H: 2.13 0.81 3.91
H: 1.13 1.88 4.28
O: -3.56 -2.52 0.11
H: -3.12 -2.97 0.85
H: -3.74 -3.00 -0.71
O: 0.96 -3.74 2.72
H: 1.26 -3.87 1.75
H: 1.48 -4.49 3.14
O: -2.29 2.47 0.81
H: -3.12 2.93 0.86
H: -2.41 1.62 0.46
O: -1.50 2.67 7.18
H: -1.78 1.76 7.16
H: -0.57 2.59 7.54
O: -2.25 4.13 4.74
H: -2.07 3.80 5.62
H: -1.41 4.30 4.31
O: -3.14 1.41 3.78
H: -2.72 0.92 4.53
H: -2.72 2.30 3.92
O: 5.05 -0.25 3.62
H: 4.54 -1.03 3.36
H: 5.75 -0.63 4.18
O: -1.56 -0.41 6.82
H: -0.61 -0.31 6.64
H: -1.75 -1.26 6.44
O: -3.87 0.25 -0.36
H: -3.56 -0.68 -0.34
H: -4.23 0.41 0.56
O: -5.23 0.72 1.98
H: -4.76 0.84 2.86
H: -6.13 0.52 2.21
O: 4.11 -5.28 2.10
H: 3.97 -6.22 2.18
H: 3.66 -5.01 1.23
O: 5.82 4.55 0.72
H: 6.66 4.78 1.13
H: 5.29 5.27 1.04
O: 0.87 1.24 7.23
H: 1.40 1.28 6.42
H: 1.57 1.22 7.89
O: 4.16 6.25 2.22
H: 4.05 5.67 2.99
H: 3.28 6.41 1.94
O: -0.25 2.37 2.98
H: -1.09 2.39 2.51
H: 0.43 2.43 2.33
O: -2.07 -3.10 2.31
H: -1.96 -2.18 2.65
H: -1.20 -3.53 2.41
C: -0.27 -2.02 -0.53
C: 0.24 -3.31 -1.22
C: -0.05 -3.18 -2.74
C: 0.66 -4.21 -3.62
C: 2.17 -3.94 -3.32
C: 2.51 -4.28 -1.88
N: 1.72 -3.29 -1.12
O: 1.97 -3.54 0.25
C: 2.28 -5.78 -1.50
C: 4.02 -3.97 -1.66
C: -0.46 -4.56 -0.61
H: -1.29 -1.87 -0.86
H: 0.24 -1.09 -0.88
H: -0.22 -2.21 0.53
H: -1.12 -3.17 -2.89
H: 0.28 -2.15 -2.94
H: 0.46 -4.08 -4.67
H: 0.38 -5.19 -3.26
H: 2.46 -2.96 -3.54
H: 2.76 -4.65 -3.96
H: 1.30 -6.09 -1.87
H: 3.16 -6.32 -1.93
H: 2.27 -5.89 -0.40
H: 4.65 -4.77 -2.02
H: 4.37 -3.01 -2.11
H: 4.07 -3.90 -0.55
H: 0.04 -5.03 0.25
H: -0.64 -5.27 -1.44
H: -1.46 -4.28 -0.38
H: 2.39 -2.78 0.64
C: -3.87 -0.72 -4.01
C: -2.84 0.29 -4.49
C: -3.07 0.85 -5.93
C: -4.18 1.93 -5.97
C: -3.90 3.04 -5.03
C: -3.60 2.59 -3.56
N: -2.63 1.39 -3.62
O: -2.37 0.93 -2.30
C: -2.94 3.75 -2.79
C: -4.98 2.30 -2.90
C: -1.46 -0.48 -4.51
H: -3.98 -1.42 -4.81
H: -4.79 -0.17 -3.82
H: -3.54 -0.97 -3.03
H: -2.14 1.34 -6.22
H: -3.20 0.01 -6.60
H: -5.17 1.44 -5.86
H: -4.35 2.33 -6.97
H: -4.55 3.93 -5.17
H: -2.95 3.47 -5.39
H: -1.97 4.05 -3.26
H: -3.70 4.55 -2.61
H: -2.66 3.53 -1.77
H: -4.79 1.90 -1.93
H: -5.54 3.24 -2.88
H: -5.69 1.67 -3.40
H: -1.03 -0.60 -3.54
H: -0.69 -0.03 -5.12
H: -1.64 -1.55 -4.78
H: -3.20 0.92 -1.78

Output
HOMO energy (eV): -8.62
Kohn-Sham gap (eV): 8.79
Calculated total energy (Eh): -3100.91130

No. 2
Computed, not measured: C34H30BrF6N7O3PRhSTe as an isolated structure in a non-equilibrium geometry, with wB97M-V/def2-TZVPD.

Atoms and positions in Å:
Rh: -1.22 -0.47 0.16
Br: 4.02 10.16 -5.75
C: 3.54 8.74 -4.57
C: 4.17 7.52 -4.68
C: 3.82 6.49 -3.83
C: 2.84 6.69 -2.83
C: 2.22 7.95 -2.74
C: 2.56 8.96 -3.61
N: 2.52 5.74 -1.91
N: 2.97 4.54 -2.00
C: 2.43 3.41 -1.54
C: 3.27 2.27 -1.49
C: 2.82 1.05 -1.05
C: 1.50 0.85 -0.62
O: 1.05 -0.28 -0.22
C: 0.64 2.01 -0.59
N: -0.57 1.82 -0.01
C: -1.41 2.84 0.06
C: -1.11 4.10 -0.46
C: 0.13 4.31 -1.02
C: 1.06 3.27 -1.08
H: 4.94 7.37 -5.43
H: 4.30 5.52 -3.89
H: 1.46 8.10 -1.99
H: 2.07 9.92 -3.55
H: 4.29 2.38 -1.82
H: 3.49 0.19 -1.02
H: -2.35 2.66 0.57
H: -1.84 4.89 -0.41
H: 0.41 5.29 -1.40
C: -2.90 -5.56 3.30
C: -2.51 -5.37 1.86
C: -2.91 -6.22 0.84
C: -2.46 -5.93 -0.42
N: -1.67 -4.90 -0.69
C: -1.38 -4.13 0.34
S: -0.26 -2.77 -0.09
N: -1.74 -4.32 1.59
H: -2.88 -6.62 3.58
H: -3.92 -5.18 3.44
H: -2.24 -4.98 3.93
H: -3.55 -7.07 1.04
H: -2.73 -6.55 -1.27
C: 6.18 -3.81 3.50
C: 4.83 -3.33 3.03
C: 4.41 -2.03 3.23
C: 3.13 -1.61 2.86
C: 2.74 -0.17 3.11
C: 2.24 -2.52 2.30
Te: 0.20 -1.89 2.14
C: 2.64 -3.85 2.08
C: 1.73 -4.91 1.52
C: 3.94 -4.22 2.43
H: 6.84 -2.97 3.73
H: 6.66 -4.42 2.73
H: 6.07 -4.42 4.39
H: 5.08 -1.31 3.69
H: 3.62 0.45 3.27
H: 2.11 -0.09 4.00
H: 2.17 0.23 2.27
H: 1.58 -4.77 0.45
H: 0.75 -4.85 2.00
H: 2.14 -5.90 1.68
H: 4.25 -5.25 2.27
F: -3.35 -2.08 0.66
P: -4.91 -2.54 0.93
F: -6.44 -3.00 1.17
F: -4.45 -3.24 2.31
F: -5.19 -1.17 1.72
F: -5.33 -1.83 -0.46
F: -4.60 -3.91 0.14
C: -5.67 1.54 -0.13
N: -4.71 1.02 -1.11
C: -5.03 0.86 -2.43
C: -4.17 0.34 -3.32
C: -2.85 -0.11 -2.88
O: -2.00 -0.54 -3.64
N: -2.63 0.00 -1.52
C: -3.51 0.53 -0.67
O: -3.18 0.65 0.54
H: -6.45 2.08 -0.66
H: -5.15 2.20 0.56
H: -6.10 0.72 0.45
H: -6.02 1.20 -2.71
H: -4.42 0.24 -4.36

Output
Total charge: -1
Multiplicity: 6
Energy above the lowest of the compared OMol25 structures with the same formula, charge and spin (eV): 0.807
HOMO energy (alpha / beta) (eV): -3.97 / -5.68
Kohn-Sham gap (alpha / beta) (eV): 5.73 / 6.25
Calculated total energy (Eh): -6214.23970

No. 3
Computed, not measured: C19H51CrN4O11S5 as an isolated structure in a non-equilibrium geometry, with wB97M-V/def2-TZVPD.

Atoms and positions in Å:
Cr: -1.89 -1.12 -3.29
N: 0.44 -0.24 0.99
O: 0.95 0.44 1.91
O: 0.34 0.22 -0.12
O: -0.14 -1.32 1.13
C: -1.42 1.00 6.90
C: -1.12 2.43 7.25
O: -1.57 2.96 8.27
N: -0.52 3.07 6.23
C: -0.05 4.48 6.28
H: -0.87 0.58 6.05
H: -2.47 0.89 6.65
H: -1.01 0.28 7.61
H: -0.15 2.47 5.51
H: -0.92 5.05 5.98
H: 0.71 4.73 5.54
H: 0.28 4.85 7.25
C: 5.59 4.87 0.25
C: 7.09 4.70 0.35
O: 7.69 4.21 -0.66
N: 7.71 5.07 1.53
C: 9.08 4.90 1.92
H: 5.43 5.95 0.30
H: 5.05 4.59 1.16
H: 5.15 4.49 -0.67
H: 7.09 5.24 2.30
H: 9.73 4.36 1.24
H: 9.08 4.24 2.79
H: 9.48 5.88 2.18
C: -5.28 1.90 1.22
C: -5.85 1.66 -0.17
O: -5.27 0.87 -0.88
N: -6.91 2.39 -0.54
C: -7.52 2.24 -1.84
H: -5.39 0.93 1.71
H: -5.91 2.53 1.86
H: -4.24 2.19 1.32
H: -7.33 3.03 0.13
H: -8.58 2.04 -1.70
H: -7.03 1.44 -2.40
H: -7.42 3.17 -2.39
C: 3.73 -4.38 5.26
S: 2.74 -4.94 6.72
O: 3.54 -6.17 7.18
C: 1.31 -5.66 5.80
H: 3.12 -3.67 4.70
H: 3.95 -5.24 4.62
H: 4.68 -3.93 5.55
H: 1.68 -6.19 4.93
H: 0.72 -4.82 5.43
H: 0.81 -6.41 6.42
C: 0.32 -7.79 -3.16
S: 1.49 -6.39 -3.38
O: 0.75 -5.13 -2.91
C: 2.69 -6.75 -2.05
H: -0.56 -7.75 -3.79
H: -0.10 -7.86 -2.15
H: 0.82 -8.75 -3.28
H: 3.38 -7.56 -2.29
H: 2.17 -7.01 -1.12
H: 3.44 -5.99 -1.85
C: -1.09 6.02 -5.65
S: -2.52 5.06 -5.06
O: -2.01 3.73 -4.46
C: -2.83 6.22 -3.67
H: -0.39 6.50 -4.97
H: -1.30 6.77 -6.42
H: -0.34 5.35 -6.07
H: -3.71 5.85 -3.15
H: -2.96 7.18 -4.18
H: -2.06 6.47 -2.94
C: -7.44 -4.39 -0.84
S: -5.66 -5.09 -0.83
O: -4.74 -4.11 -1.55
C: -5.27 -4.82 0.95
H: -8.11 -5.02 -0.24
H: -7.77 -4.38 -1.88
H: -7.41 -3.38 -0.45
H: -4.30 -5.22 1.23
H: -5.94 -5.46 1.51
H: -5.43 -3.78 1.25
C: 3.37 -0.02 -8.42
S: 3.30 0.22 -6.60
O: 1.99 -0.44 -6.17
C: 4.71 -0.93 -6.25
H: 4.29 0.38 -8.84
H: 2.50 0.49 -8.85
H: 3.36 -1.04 -8.79
H: 5.65 -0.58 -6.67
H: 4.55 -1.97 -6.54
H: 4.85 -0.91 -5.17

Output
Total charge: +1
Multiplicity: 9
Energy above the lowest of the compared OMol25 structures with the same formula, charge and spin (eV): 5.629
HOMO energy (alpha / beta) (eV): -7.12 / -10.31
Kohn-Sham gap (alpha / beta) (eV): 3.49 / 2.14
Calculated total energy (Eh): -4835.71449

No. 4
Computed, not measured: one molecule with the formula C9H9N3 in a non-equilibrium geometry, with wB97M-V/def2-TZVPD.

Atoms and positions in Å:
C: 2.64 -1.56 0.04
C: 1.82 -0.39 0.10
C: 1.80 2.00 0.00
C: 0.46 2.22 0.13
C: -0.24 0.94 0.06
C: -2.40 0.06 0.15
C: -1.86 -1.28 0.02
C: -0.55 -1.49 0.12
C: 0.31 -0.34 0.16
H: 2.32 -2.47 -0.48
H: 3.49 -1.12 -0.54
H: 2.97 -1.87 1.09
H: 2.36 2.82 -0.32
H: -0.04 3.23 0.07
H: -3.60 1.40 0.15
H: -4.09 0.13 -0.80
H: -2.66 -2.06 -0.16
H: -0.10 -2.46 0.00
N: 2.57 0.78 0.02
N: -1.53 1.08 0.15
N: -3.69 0.39 0.05

Output
SMILES: Cc1nccc2nc(N)ccc12
Energy above the lowest of the compared OMol25 structures with the same formula, charge and spin (eV): 2.165
HOMO energy (eV): -8.67
Kohn-Sham gap (eV): 8.97
Calculated total energy (Eh): -512.57525

No. 5
Computed, not measured: one molecule with the formula C3H7NO4S in a non-equilibrium geometry, with wB97M-V/def2-TZVPD.

Atoms and positions in Å:
C: -0.84 0.54 0.57
C: 0.69 0.81 0.38
C: -1.48 0.54 -0.79
H: -2.30 1.23 1.89
H: -1.60 2.36 0.91
H: -0.94 -0.54 0.94
H: 1.00 1.35 1.23
H: 0.95 1.34 -0.54
H: 0.93 -1.09 -1.41
H: -1.12 -0.27 -2.54
N: -1.41 1.55 1.44
O: 1.83 -1.14 -1.00
O: 0.85 -1.69 1.28
O: -0.77 -0.27 -1.65
O: -2.45 1.17 -1.18
S: 1.69 -0.70 0.56

Output
Energy above the lowest of the compared OMol25 structures with the same formula, charge and spin (eV): 0.410
HOMO energy (eV): -9.59
Kohn-Sham gap (eV): 9.97
Calculated total energy (Eh): -872.40883

No. 6
Computed, not measured: C34H33N6O3S2Tc as an isolated structure in a non-equilibrium geometry, with wB97M-V/def2-TZVPD.

Atoms and positions in Å:
Tc: -0.77 -1.22 0.50
O: 1.30 3.96 4.18
C: 1.73 2.83 4.60
O: 2.57 2.43 5.34
C: 0.99 1.80 3.70
C: 1.72 0.68 3.37
C: 1.12 -0.26 2.57
N: -0.13 -0.07 2.10
C: -0.85 1.01 2.43
C: -0.31 1.99 3.25
C: -2.22 1.02 1.84
C: -3.22 1.88 2.25
C: -4.49 1.73 1.71
C: -4.72 0.72 0.80
C: -3.67 -0.11 0.43
N: -2.45 0.05 0.93
C: 1.71 -1.55 2.15
C: 2.80 -2.11 2.79
C: 3.20 -3.39 2.44
C: 2.49 -4.06 1.46
C: 1.42 -3.44 0.85
N: 1.04 -2.20 1.17
H: 2.73 0.56 3.75
H: -0.87 2.87 3.51
H: -3.02 2.64 2.99
H: -5.29 2.39 2.02
H: -5.70 0.55 0.38
H: -3.79 -0.92 -0.27
H: 3.30 -1.56 3.58
H: 4.04 -3.85 2.94
H: 2.75 -5.07 1.17
H: 0.84 -3.91 0.07
S: -1.13 -2.49 -1.41
C: -2.24 -3.78 -0.95
C: -2.77 -4.67 -1.90
C: -3.65 -5.66 -1.52
C: -4.03 -5.78 -0.18
C: -3.51 -4.92 0.75
C: -2.61 -3.91 0.38
S: -1.94 -2.85 1.60
H: -2.47 -4.57 -2.94
H: -4.06 -6.34 -2.26
H: -4.73 -6.55 0.12
H: -3.79 -5.01 1.80
N: 2.43 -1.56 -1.57
C: 2.98 -0.29 -1.80
C: 4.05 0.17 -1.04
C: 4.60 1.42 -1.27
C: 4.09 2.25 -2.26
C: 3.00 1.80 -3.00
C: 2.44 0.55 -2.77
H: 3.11 -2.24 -1.25
H: 1.85 -1.91 -2.31
H: 4.48 -0.48 -0.28
H: 5.46 1.74 -0.69
H: 4.53 3.22 -2.46
H: 2.60 2.43 -3.79
H: 1.61 0.21 -3.38
C: 1.61 2.46 0.17
N: 0.62 2.65 -0.87
C: 0.60 3.98 -1.47
C: -0.67 4.20 -2.26
C: -0.86 2.99 -3.15
N: -0.99 1.79 -2.32
C: -1.92 0.75 -2.75
C: -0.19 1.61 -1.25
O: -0.14 0.55 -0.62
H: 1.27 2.91 1.11
H: 2.53 2.95 -0.14
H: 1.81 1.40 0.31
H: 1.47 4.09 -2.12
H: 0.70 4.71 -0.67
H: -0.60 5.12 -2.84
H: -1.53 4.29 -1.58
H: -0.01 2.89 -3.83
H: -1.77 3.06 -3.75
H: -2.90 1.19 -2.90
H: -1.98 -0.04 -2.00
H: -1.59 0.28 -3.68

Output
Total charge: +1
Multiplicity: 2
Energy above the lowest of the compared OMol25 structures with the same formula, charge and spin (eV): 0.522
HOMO energy (alpha / beta) (eV): -9.74 / -9.74
Kohn-Sham gap (alpha / beta) (eV): 4.04 / 5.43
Calculated total energy (Eh): -2746.76149

No. 7
Computed, not measured: an isolated ion of composition C6H12NS and charge +1 in a non-equilibrium geometry, with wB97M-V/def2-TZVPD.

Atoms and positions in Å:
C: -1.00 1.27 -0.21
C: -0.23 0.09 -0.37
C: 0.22 -0.44 -1.58
C: -0.44 -0.14 -2.91
C: 1.41 0.54 1.42
C: -0.58 -0.85 2.01
N: 0.40 -0.45 0.99
S: 1.56 -1.39 -1.50
H: -0.94 1.62 0.82
H: -1.59 1.85 -0.88
H: -1.34 -0.71 -2.97
H: -0.81 0.93 -3.16
H: 0.21 -0.53 -3.73
H: 0.91 1.54 1.50
H: 1.66 0.33 2.45
H: 2.17 0.60 0.70
H: -0.18 -1.57 2.73
H: -0.97 -0.09 2.66
H: -1.39 -1.37 1.47
H: 0.95 -1.23 0.57

Output
Total charge: +1
SMILES: C=C(C(C)=S)[NH+](C)C
Energy above the lowest of the compared OMol25 structures with the same formula, charge and spin (eV): 2.055
HOMO energy (eV): -13.29
Kohn-Sham gap (eV): 7.91
Calculated total energy (Eh): -688.43236

No. 8
Computed, not measured: a 2-piece molecular cluster, C5H10N2O overall in a non-equilibrium geometry, with wB97M-V/def2-TZVPD.

Atoms and positions in Å:
C: -1.15 -1.49 -0.56
C: 2.25 -0.49 -0.36
C: 1.03 -1.64 1.07
C: 0.18 -1.30 -0.01
N: 2.24 -1.24 0.70
N: 0.93 -0.36 -0.78
H: 2.95 -1.06 1.28
H: 3.09 -0.01 -0.83
H: 0.80 -2.21 1.89
H: -0.98 -1.97 -1.61
H: -1.61 -0.52 -0.96
H: -1.83 -1.87 0.11
C: -1.28 2.06 -0.08
O: -1.03 3.09 0.75
H: -1.42 4.01 0.47
H: -1.52 1.15 0.42
H: -2.18 2.12 -0.68
H: -0.46 1.72 -0.81

Output
SMILES: Cc1c[nH]cn1.CO
Energy above the lowest of the compared OMol25 structures with the same formula, charge and spin (eV): 2.966
HOMO energy (eV): -8.47
Kohn-Sham gap (eV): 9.36
Calculated total energy (Eh): -381.17642